No. 1
Formula: C22H34N2O5
Source: OMol25
Level of theory: wB97M-V/def2-TZVPD

The largest force on an atom is 1.58 eV/A. The structure (SMILES) is CCc1ccccc1OCCC(=O)N(C)C[C@H](C)NC(=O)COC[C@@H]1CCOC1. Its charge is 0. As for the molecular weight: 406.5 g mol⁻¹. The lowest unoccupied orbital energy is 0.62 eV. The highest occupied orbital energy comes out at -8.5 eV. The calculation puts the HOMO-LUMO gap at 9.12 eV. The relative energy (zero: lowest compared OMol25 entry of this formula, charge and spin) is 14.4 kcal/mol.

Geometry as XYZ:
```
63
Properties=species:S:1:pos:R:3:lowdin_charge:R:1
C -1.6466 2.7366 -2.3556 -0.08
C -1.6236 4.2556 -2.1275 -0.19
C -2.5968 4.6940 -1.0380 -0.16
C -3.8680 5.1480 -1.4064 -0.04
C -4.7846 5.5433 -0.4345 -0.10
C -4.4374 5.4853 0.9126 -0.09
C -3.1719 5.0354 1.2874 -0.02
C -2.2342 4.6376 0.3191 -0.20
O -0.9596 4.1941 0.6245 -0.07
C -0.5397 4.1243 1.9824 -0.16
C 0.9469 3.7347 1.9942 -0.06
C 1.1858 2.3186 2.5183 -0.45
O 1.3634 2.1784 3.7272 0.03
N 1.1891 1.2686 1.6598 -0.07
C 0.8788 1.3604 0.2258 -0.02
C 1.4029 -0.1104 2.1320 -0.09
C 0.0893 -0.8757 2.4518 -0.31
C -0.2842 -0.7895 3.9379 -0.04
N 0.1581 -2.2822 2.0545 0.09
C 0.1594 -2.7239 0.7855 -0.45
O 0.1155 -1.9474 -0.1678 0.06
C 0.2278 -4.2575 0.5895 -0.10
O 0.4566 -4.6543 -0.7705 -0.12
C 1.7693 -4.4230 -1.2748 -0.17
C 1.8227 -4.9289 -2.7287 -0.26
C 1.7771 -6.4442 -2.8621 -0.13
C 3.2387 -6.8894 -2.7630 -0.18
O 3.9995 -5.6989 -2.9778 -0.13
C 3.1585 -4.6316 -3.4023 -0.17
H -0.9183 2.4407 -3.1108 0.07
H -1.4128 2.1957 -1.4385 0.05
H -2.6288 2.4028 -2.6921 0.08
H -0.6176 4.5867 -1.8642 0.11
H -1.8581 4.7706 -3.0604 0.11
H -4.1497 5.1890 -2.4488 0.11
H -5.7651 5.8916 -0.7264 0.10
H -5.1487 5.7889 1.6672 0.10
H -2.9383 5.0033 2.3392 0.10
H -0.6369 5.1210 2.4184 0.13
H -1.1682 3.4524 2.5733 0.14
H 1.4671 3.9603 1.0654 0.12
H 1.4408 4.3712 2.7283 0.12
H 0.6625 2.3681 -0.1260 0.07
H 1.7122 0.9790 -0.3653 0.10
H 0.0083 0.7481 -0.0140 0.08
H 1.9649 -0.6438 1.3640 0.12
H 2.0418 -0.1048 3.0177 0.13
H -0.7315 -0.4204 1.8871 0.14
H -0.3434 0.2510 4.2582 0.07
H -1.2578 -1.2372 4.1383 0.08
H 0.4669 -1.2602 4.5729 0.08
H 0.1564 -2.9616 2.7970 0.14
H 0.9787 -4.6960 1.2485 0.12
H -0.7383 -4.6674 0.8831 0.13
H 2.0303 -3.3642 -1.2454 0.12
H 2.5105 -4.9405 -0.6627 0.13
H 1.0120 -4.4503 -3.2803 0.15
H 1.1625 -6.9109 -2.0904 0.12
H 1.3522 -6.7296 -3.8257 0.12
H 3.4435 -7.2790 -1.7648 0.11
H 3.4576 -7.6428 -3.5210 0.11
H 3.0751 -4.6073 -4.4907 0.12
H 3.5773 -3.6630 -3.1246 0.13
```

No. 2
Formula: C21H56Mn2N3O22S5
Source: OMol25
Level of theory: wB97M-V/def2-TZVPD

The expectation value of S² is 30.007. The largest force on an atom is 4.64 eV/A. The spin multiplicity is 11. Its charge is +1. As for the molecular weight: 972.9 g mol⁻¹. The lowest unoccupied orbital energy (spin up / spin down) is -2.81 / -3.26 eV. The highest occupied orbital energy (spin up / spin down) comes out at -11.9 / -12.2 eV. The calculation puts the HOMO-LUMO gap (spin up / spin down) at 9.11 / 8.90 eV. The relative energy (zero: lowest compared OMol25 entry of this formula, charge and spin) is 139.5 kcal/mol.

Geometry as XYZ:
```
109
Properties=species:S:1:pos:R:3:lowdin_charge:R:1
Mn 1.4090 2.8235 -0.7591 1.12
Mn -0.9592 1.3886 -3.1714 1.02
N 0.0911 -0.2494 -0.3741 -0.57
O 0.2252 -1.3119 0.2394 0.05
O -0.6029 -0.1245 -1.3777 -0.06
O 0.8561 0.6730 -0.1427 -0.09
N 2.3471 1.0952 -3.3026 -0.54
O 3.2117 0.3480 -3.7249 0.09
O 1.1993 1.1522 -3.7546 -0.08
O 2.5690 1.7941 -2.2913 -0.10
O -0.2450 2.7942 -1.8846 -0.42
H -0.8229 3.5817 -1.8653 0.02
C -1.9513 2.4363 1.3693 -0.05
C -1.2528 3.7989 1.1787 -0.20
N 0.2550 3.7247 1.1435 -0.21
C 0.9423 3.0599 2.2534 -0.22
C 0.3267 3.4701 3.6569 -0.05
C 0.8371 5.0687 1.1156 -0.27
C 0.3302 6.0443 0.0032 -0.06
H -1.5331 1.7174 0.6648 0.06
H -3.0239 2.5835 1.2426 0.08
H -1.7134 1.8318 2.2445 0.07
H -1.6616 4.1585 0.2344 0.10
H -1.6175 4.5241 1.9062 0.12
H 0.8902 1.9719 2.2917 0.09
H 2.0038 3.2850 2.3561 0.12
H 0.6671 4.4457 4.0039 0.07
H -0.7527 3.6218 3.6496 0.07
H 0.6831 2.9154 4.5249 0.08
H 1.9229 5.0666 1.2120 0.12
H 0.5410 5.6402 1.9952 0.12
H 0.5163 5.6111 -0.9795 0.05
H 0.9601 6.9335 0.0256 0.09
H -0.7500 6.1678 0.0812 0.07
O 5.2704 1.6770 2.9961 -0.32
S 5.0396 1.2455 4.4009 0.73
O 4.9893 2.3157 5.4192 -0.32
O 3.5142 0.4738 4.5614 -0.26
C 3.1418 -0.4467 3.6051 -0.32
C 1.5968 -0.7404 3.6240 -0.04
C 6.0934 -0.1607 5.0263 -0.07
H 3.7306 -1.3632 3.6443 0.10
H 3.4144 -0.2033 2.5782 0.09
H 1.3710 -1.2364 4.5680 0.07
H 1.4621 -1.5258 2.8802 0.06
H 0.8011 -0.0367 3.3796 0.06
H 5.9796 -0.8970 4.2307 0.06
H 5.6402 -0.4341 5.9791 0.08
H 7.0595 0.3295 5.1460 0.07
O -2.8321 0.1054 4.4511 -0.29
S -4.0039 -0.0153 3.6344 0.67
O -4.7004 1.1453 3.0834 -0.30
O -3.7057 -1.0606 2.3847 -0.31
C -2.8378 -2.1764 2.5907 -0.23
C -3.5628 -3.5741 2.3046 -0.04
C -5.3850 -1.0415 4.5486 -0.05
H -2.5192 -2.2201 3.6321 0.11
H -2.0086 -1.9678 1.9147 0.11
H -3.9679 -3.6180 1.2936 0.06
H -4.4242 -3.7551 2.9475 0.06
H -2.9285 -4.4436 2.4768 0.08
H -6.2843 -0.6126 4.1066 0.05
H -5.4378 -0.8873 5.6263 0.06
H -5.3041 -2.1003 4.3024 0.04
O -3.2054 -2.4665 -3.9301 -0.28
S -1.9919 -1.8644 -4.5423 0.80
O -1.5494 -0.5107 -4.0709 -0.40
O -0.6752 -2.9201 -4.4903 -0.28
C 0.6093 -2.6028 -5.1081 -0.24
C 1.6712 -3.1002 -4.1729 -0.06
C -2.1814 -1.8300 -6.4328 -0.07
H 0.5949 -1.5427 -5.3613 0.12
H 0.6031 -3.3539 -5.8980 0.13
H 1.8695 -2.5593 -3.2476 0.08
H 2.5873 -2.9540 -4.7451 0.09
H 1.6539 -4.1756 -3.9955 0.09
H -2.4744 -2.8473 -6.6922 0.08
H -1.2707 -1.4812 -6.9197 0.06
H -2.9285 -1.1265 -6.8003 0.07
O 4.9635 -2.4919 1.5472 -0.31
S 5.3384 -1.4937 0.5703 0.68
O 5.6758 -0.1278 0.9150 -0.28
O 6.4225 -2.2430 -0.4844 -0.27
C 6.0855 -3.4835 -1.0690 -0.32
C 7.2703 -4.3718 -1.0474 -0.07
C 3.8635 -1.4061 -0.5474 -0.10
H 5.7485 -3.1359 -2.0455 0.13
H 5.3557 -4.0090 -0.4531 0.12
H 7.2457 -5.1516 -1.8085 0.09
H 7.5408 -4.7395 -0.0576 0.09
H 8.1287 -3.7960 -1.3935 0.08
H 3.1861 -0.6327 -0.1853 0.04
H 3.3010 -2.3351 -0.4537 0.07
H 4.2695 -1.1668 -1.5302 0.06
O -2.8376 1.3608 -2.2884 -0.40
S -4.2636 0.9313 -1.9312 0.80
O -5.1325 1.9093 -1.2195 -0.27
O -5.0485 0.3856 -3.2849 -0.28
C -6.4514 0.0032 -3.2232 -0.27
C -7.0781 0.1601 -4.5811 -0.07
C -4.2444 -0.7054 -1.1396 -0.08
H -7.1125 0.5155 -2.5241 0.13
H -6.4753 -1.0778 -3.0851 0.12
H -8.0825 -0.2447 -4.4565 0.09
H -6.5764 -0.2999 -5.4324 0.08
H -7.0510 1.2296 -4.7899 0.09
H -5.1856 -1.1812 -0.8641 0.09
H -3.7390 -0.5272 -0.1904 0.05
H -3.5289 -1.3570 -1.6411 0.06
```

No. 3
Formula: C6H14NO
Source: OMol25
Level of theory: wB97M-V/def2-TZVPD

The largest force on an atom is 3.96 eV/A. The structure (SMILES) is CC(C)CCNC[O-]. Its charge is -1. As for the molecular weight: 116.2 g mol⁻¹. The lowest unoccupied orbital energy is 3.39 eV. The highest occupied orbital energy comes out at -2.1 eV. The calculation puts the HOMO-LUMO gap at 5.51 eV. The relative energy (zero: lowest compared OMol25 entry of this formula, charge and spin) is 36.3 kcal/mol.

Geometry as XYZ:
```
22
Properties=species:S:1:pos:R:3:lowdin_charge:R:1
C 0.4630 -0.6304 -0.3240 -0.29
N 1.1423 -0.8287 0.9725 -0.09
C 2.6276 -1.1589 0.8282 -0.68
O 3.3970 -0.2054 1.1369 -0.28
C -1.0827 -0.5747 -0.1329 -0.18
C -1.5854 0.8830 -0.4943 -0.44
C -3.0082 1.1434 0.2185 -0.08
C -1.5645 1.2289 -1.9529 -0.12
H 0.7493 -1.5151 -0.9406 0.10
H 0.8530 0.3403 -0.8097 0.12
H 1.0205 0.0491 1.5140 0.09
H 2.7429 -2.1771 1.4357 0.06
H 2.8278 -1.7357 -0.1762 0.07
H -1.5039 -1.4308 -0.6994 0.10
H -1.3089 -0.8138 0.9034 0.09
H -0.9270 1.6856 -0.0250 0.13
H -3.3737 2.1889 -0.0685 0.08
H -3.6985 0.5143 -0.3173 0.05
H -2.9485 1.0169 1.2678 0.04
H -1.2771 2.3360 -2.0761 0.10
H -2.5687 1.0758 -2.2625 0.04
H -0.8590 0.5614 -2.5038 0.09
```

No. 4
Formula: C25H52BF3N8O9
Source: OMol25
Level of theory: wB97M-V/def2-TZVPD

The largest force on an atom is 8.96 eV/A. The structure (SMILES) is CCOB(O)[C@]1(N)NC(=O)[C@@H](N(C)C(C)=O)[C@@H]1C(F)(F)F.CNC(C)=O.CNC(C)=O.CNC(C)=O.CNC(C)=O.CNC(C)=O. Its charge is 0. As for the molecular weight: 676.5 g mol⁻¹. The lowest unoccupied orbital energy is -0.25 eV. The highest occupied orbital energy comes out at -8.7 eV. The calculation puts the HOMO-LUMO gap at 8.49 eV.

Geometry as XYZ:
```
98
Properties=species:S:1:pos:R:3:lowdin_charge:R:1
C 4.0178 -7.8993 -1.3033 -0.08
C 4.7097 -6.5228 -1.9218 -0.21
O 5.2783 -5.7313 -0.7903 -0.05
B 5.1562 -4.2826 -1.0415 -0.37
O 6.4359 -3.5054 -1.1946 0.05
C 3.7580 -3.4310 -1.2253 -0.31
N 3.7258 -3.1946 -2.7205 0.08
N 3.7246 -1.9892 -0.6770 0.09
C 2.2483 -1.5638 -0.6476 -0.15
O 1.8518 -0.2617 -0.5980 -0.06
C 1.2228 -2.8844 -0.6760 -0.14
N 0.2970 -2.8012 -1.8563 -0.09
C 0.4321 -3.9389 -2.8342 -0.12
C -1.1110 -2.9704 -1.2536 -0.28
C -1.8014 -4.4160 -0.8892 -0.03
O -1.8090 -1.8277 -1.0048 -0.03
C 2.3611 -4.0428 -0.5404 -0.03
C 2.5247 -4.5244 1.0536 -0.15
F 3.0103 -5.9525 1.1434 0.00
F 3.3947 -3.6174 1.8462 0.03
F 1.1953 -4.5396 1.7716 -0.01
H 2.8483 -7.7740 -1.4845 0.09
H 4.4514 -8.8877 -1.7559 0.08
H 4.2575 -7.8863 -0.1476 0.09
H 3.9463 -5.8810 -2.5668 0.12
H 5.5928 -6.8263 -2.6645 0.14
H 7.2029 -4.1782 -1.2441 0.13
H 3.6543 -2.1849 -2.9743 0.11
H 4.4955 -3.6862 -3.2280 0.09
H 4.3930 -1.3182 -1.1156 0.15
H 0.5162 -2.6195 0.2242 0.17
H 1.3078 -3.7464 -3.6227 0.11
H 0.4899 -5.0092 -2.3641 0.08
H -0.5620 -3.9314 -3.4950 0.12
H -2.5715 -4.6733 -1.7421 0.10
H -1.0188 -5.3150 -0.8201 0.09
H -2.3038 -4.3784 0.1915 0.11
H 2.2428 -5.0827 -1.0611 0.14
C 3.5513 4.7618 2.0077 -0.02
C 3.9226 4.5623 0.5640 -0.55
O 4.6910 5.3169 -0.0271 0.01
N 3.3734 3.4973 -0.0915 0.00
C 2.4588 2.5125 0.4348 -0.08
H 4.0629 5.6473 2.3998 0.09
H 2.4732 4.9179 2.0978 0.09
H 3.8619 3.8948 2.5963 0.08
H 3.6674 3.4241 -1.0608 0.14
H 2.9231 1.5286 0.3334 0.06
H 1.5439 2.5447 -0.1618 0.08
H 2.2129 2.6894 1.4825 0.07
C -1.4852 4.5110 -2.1334 -0.01
C -2.2533 3.8091 -3.2194 -0.54
O -3.0839 4.3875 -3.9157 0.01
N -2.0007 2.4819 -3.4195 0.00
C -1.0681 1.6430 -2.7056 -0.07
H -1.7897 5.5621 -2.0884 0.09
H -1.6986 4.0482 -1.1664 0.09
H -0.4142 4.4707 -2.3478 0.08
H -2.5539 2.0735 -4.1669 0.14
H -0.3520 1.2404 -3.4261 0.08
H -1.6276 0.8208 -2.2528 0.08
H -0.5305 2.1855 -1.9269 0.07
C -2.9611 0.9355 3.9898 -0.03
C -2.5898 0.7360 2.5461 -0.54
O -1.8215 1.4906 1.9549 0.01
N -3.1390 -0.3290 1.8906 0.00
C -4.0536 -1.3138 2.4168 -0.09
H -2.4495 1.8209 4.3818 0.06
H -4.0392 1.0916 4.0798 0.09
H -2.6505 0.0684 4.5784 0.08
H -2.8450 -0.4022 0.9213 0.12
H -3.5893 -2.2978 2.3155 0.07
H -4.9685 -1.2816 1.8203 0.08
H -4.2995 -1.1369 3.4646 0.07
C 0.3385 0.2947 7.3164 -0.01
C 0.1098 0.9819 5.9983 -0.52
O -0.9611 1.5104 5.7099 0.00
N 1.1446 1.0063 5.1071 0.01
C 2.4636 0.4435 5.2697 -0.08
H -0.5707 0.3535 7.9241 0.09
H 0.5759 -0.7595 7.1515 0.08
H 1.1489 0.7881 7.8590 0.09
H 0.9201 1.4857 4.2403 0.15
H 3.1926 1.2519 5.1740 0.08
H 2.6236 -0.2851 4.4713 0.08
H 2.5921 -0.0459 6.2360 0.08
C -7.7615 5.9040 -2.0045 -0.02
C -7.9902 6.5912 -3.3227 -0.55
O -9.0611 7.1197 -3.6110 0.01
N -6.9554 6.6156 -4.2139 0.00
C -5.6364 6.0528 -4.0512 -0.10
H -8.6707 5.9628 -1.3969 0.08
H -7.5241 4.8498 -2.1694 0.08
H -6.9511 6.3974 -1.4619 0.08
H -7.1799 7.0950 -5.0806 0.14
H -4.9074 6.8612 -4.1469 0.09
H -5.4764 5.3242 -4.8496 0.08
H -5.5079 5.5634 -3.0850 0.07
```